# 1
DFT (wB97M-V/def2-TZVPD) results for a 2-piece molecular cluster, C2H7N2S overall at a distorted geometry.

```
12
Properties=species:S:1:pos:R:3:forces:R:3:nbo_charge:R:1
C -1.702 0.647 -1.203 -0.63 -0.23 0.86 -0.7328
S -2.345 0.088 0.432 -0.36 0.04 0.12 -0.7075
H -0.696 1.040 -1.068 0.14 -0.11 -0.38 0.1837
H -1.769 -0.214 -1.863 0.43 0.15 -0.32 0.1832
H -2.361 1.429 -1.580 0.13 0.11 -0.15 0.1791
N 0.607 -0.280 1.336 0.00 -0.03 0.45 -0.8798
C 1.373 -0.871 0.385 -0.03 -0.24 0.54 0.3058
N 2.528 -0.517 -0.040 0.06 -0.18 -0.50 -0.7785
H 1.076 0.339 1.973 0.01 0.40 -0.23 0.3578
H -0.445 -0.261 1.340 0.40 -0.20 -0.53 0.4338
H 0.991 -1.836 0.048 -0.21 0.17 -0.26 0.1480
H 2.741 0.435 0.240 0.06 0.12 0.39 0.3069
```
Forces are in eV/Å.

The HOMO energy is -2.685 eV. Its energy relative to the best compared isomer or geometry (same formula, charge and spin) is 0.344 eV. The orbital gap comes out at 6.923 eV. The lowest unoccupied orbital energy comes out at 4.2 eV. The largest force on an atom is 0.02119 Eh/bohr. The net charge is -1.


# 2
DFT (wB97M-V/def2-TZVPD) results for one molecule with the formula C6H9N at a distorted geometry.

```
16
Properties=species:S:1:pos:R:3:forces:R:3:nbo_charge:R:1
C -2.537 -0.389 0.093 0.01 0.00 -0.07 -0.6427
C -1.121 0.110 0.053 -0.02 0.28 -0.18 0.1294
C -0.638 1.369 0.207 -0.10 -0.01 0.03 -0.2660
C 0.799 1.319 0.096 0.18 -0.01 0.18 -0.2984
C 1.142 0.019 -0.057 0.23 0.30 0.15 0.1456
C 2.445 -0.713 -0.032 0.11 0.09 -0.01 -0.6419
N -0.026 -0.763 -0.131 0.09 0.29 -0.16 -0.5811
H -2.591 -1.408 0.489 0.08 0.18 -0.06 0.2238
H -3.148 0.254 0.739 0.17 -0.10 -0.17 0.2255
H -3.003 -0.390 -0.900 0.06 -0.04 0.10 0.2147
H -1.227 2.257 0.400 0.04 -0.12 0.03 0.2145
H 1.483 2.154 0.137 -0.04 -0.02 0.20 0.2173
H 2.376 -1.700 -0.509 -0.07 0.28 0.02 0.2169
H 3.247 -0.146 -0.510 -0.04 -0.04 0.08 0.2212
H 2.716 -0.891 1.016 0.10 -0.01 -0.19 0.2259
H 0.084 -1.081 -1.092 -0.79 -1.07 0.06 0.3953
```
Forces are in eV/Å.

The HOMO energy is -7.955 eV. Its energy relative to the best compared isomer or geometry (same formula, charge and spin) is 0.740 eV. The orbital gap comes out at 9.022 eV. The SMILES is Cc1ccc(C)[nH]1. The lowest unoccupied orbital energy comes out at 1.1 eV. The largest force on an atom is 0.02588 Eh/bohr.


# 3
DFT (wB97M-V/def2-TZVPD) results for a 4-piece molecular cluster, C4H16O3 overall at a distorted geometry.

```
23
Properties=species:S:1:pos:R:3:forces:R:3:mulliken_spin:R:1
C 0.193 -1.062 -1.131 -0.96 -0.61 0.92 0.0492
C -0.282 -0.108 -0.088 1.32 1.02 -1.84 0.0792
C -1.823 0.153 -0.101 0.36 -0.61 0.88 0.2060
C 0.578 1.125 0.013 -0.20 0.46 0.43 0.0400
H 0.956 -1.739 -0.710 0.30 0.32 -0.09 0.0569
H 0.570 -0.558 -2.013 0.15 -0.13 -0.15 0.0242
H -0.631 -1.748 -1.325 0.04 -0.07 -0.55 -0.0001
H -0.120 -0.563 0.978 -0.76 -0.31 0.09 0.2871
H -2.004 0.994 0.538 -0.21 0.48 0.24 0.0106
H -2.057 0.336 -1.160 0.14 -0.10 -0.01 0.0409
H -2.386 -0.688 0.285 -0.29 -0.20 -0.24 0.0065
H 1.597 0.940 0.333 0.42 -0.39 0.14 0.0307
H 0.162 1.872 0.690 -0.12 0.04 -0.09 0.0003
H 0.736 1.624 -0.951 -0.27 -0.19 -0.21 0.0471
H -0.097 1.230 -3.139 0.12 0.13 -0.22 0.0002
H -0.462 1.217 -4.622 -0.06 0.03 0.01 -0.0003
O -0.838 1.334 -3.742 -0.03 -0.14 0.23 0.0044
H 0.765 1.064 3.859 0.01 -0.06 0.00 0.0004
H 0.402 1.102 2.361 0.10 0.37 0.36 -0.0014
O 0.454 0.523 3.125 -0.09 -0.40 -0.38 0.0040
H 1.044 -1.322 2.033 0.36 0.26 1.09 0.0032
H 1.260 -2.850 2.206 -0.09 0.11 0.09 -0.0048
O 1.395 -2.105 1.607 -0.25 -0.03 -0.69 0.1156
```
Forces are in eV/Å.

Its spin multiplicity is 2. The HOMO energy (spin up / spin down) is -14.974 / -14.949 eV. Its energy relative to the best compared isomer or geometry (same formula, charge and spin) is 0.000 eV. The orbital gap (spin up / spin down) comes out at 12.060 / 4.844 eV. The lowest unoccupied orbital energy (spin up / spin down) comes out at -2.9 / -10.1 eV. The largest force on an atom is 0.04838 Eh/bohr. The expectation value of S² is 0.7532. The net charge is +1.


# 4
DFT (wB97M-V/def2-TZVPD) results for a 2-piece molecular cluster, C3H8N2S overall at a distorted geometry.

```
14
Properties=species:S:1:pos:R:3:forces:R:3:nbo_charge:R:1
C -2.414 0.364 0.274 4.95 1.87 -2.16 -0.3920
C -1.509 -0.262 -0.733 -0.08 -0.25 1.97 -0.4129
C -0.991 0.021 0.656 0.13 2.14 -0.92 -0.3802
N 3.258 -0.174 -0.203 -0.75 1.57 0.26 -0.5746
N 1.960 0.179 -0.381 0.22 -0.39 -1.06 -0.3839
S 0.262 1.268 1.066 -0.25 -0.75 -0.76 0.0515
H -2.509 1.333 -0.048 -0.72 2.57 0.21 0.2160
H -3.192 -0.081 0.665 -3.72 -2.49 1.86 0.2088
H -1.811 -1.221 -0.964 0.16 -2.15 -0.54 0.2057
H -0.988 0.267 -1.448 0.27 1.33 -1.68 0.2222
H -0.823 -0.765 1.264 -0.05 -2.70 1.89 0.2010
H 3.415 -0.881 0.498 0.54 -0.02 0.20 0.3565
H 1.556 -0.740 -0.489 -1.26 -0.17 0.32 0.3128
H 3.786 0.691 -0.158 0.56 -0.56 0.41 0.3690
```
Forces are in eV/Å.

The HOMO energy (spin up / spin down) is -8.077 / -8.175 eV. Its energy relative to the best compared isomer or geometry (same formula, charge and spin) is 5.433 eV. The orbital gap (spin up / spin down) comes out at 7.551 / 8.435 eV. The lowest unoccupied orbital energy (spin up / spin down) comes out at -0.5 / 0.3 eV. The largest force on an atom is 0.11117 Eh/bohr.


# 5
DFT (wB97M-V/def2-TZVPD) results for an isolated ion of composition C6H17N2 and charge +1 at a distorted geometry.

```
25
Properties=species:S:1:pos:R:3:forces:R:3:nbo_charge:R:1
C 2.270 0.558 -0.623 0.93 -0.28 0.29 -0.6545
C 1.144 0.917 -1.544 -0.60 -0.86 -0.77 0.0023
N 0.916 -0.295 -2.526 0.70 -0.45 -0.03 -0.6950
C -0.207 1.184 -0.929 -1.34 -0.59 -0.06 -0.4433
C -0.738 0.035 -0.030 0.79 -0.08 0.62 -0.4197
C -0.597 0.320 1.464 0.82 0.22 -0.37 -0.3936
C -0.895 -0.857 2.386 -0.22 0.48 0.17 -0.2205
N -2.109 -1.534 1.986 -0.69 -0.10 -0.19 -0.8656
H 1.981 -0.041 0.236 -0.33 0.03 0.01 0.2396
H 3.030 -0.035 -1.141 0.05 0.20 -0.08 0.2174
H 2.797 1.436 -0.247 -0.25 0.09 -0.06 0.2650
H 1.421 1.652 -2.284 0.21 0.68 0.28 0.2199
H 1.667 -0.990 -2.452 -0.06 0.20 0.11 0.4373
H 0.956 0.044 -3.485 -0.28 -0.04 -0.09 0.4399
H 0.051 -0.815 -2.383 -0.23 0.24 0.15 0.4458
H -0.233 2.151 -0.434 0.22 0.01 0.24 0.2539
H -0.976 1.256 -1.710 0.46 0.38 -0.28 0.2222
H -0.210 -0.913 -0.218 0.15 0.06 -0.13 0.1739
H -1.763 -0.213 -0.237 -0.50 0.16 -0.20 0.2457
H -1.181 1.205 1.709 -0.35 -0.06 0.11 0.2087
H 0.435 0.628 1.650 0.10 0.08 0.11 0.1918
H -0.055 -1.550 2.430 0.02 -0.05 -0.18 0.1904
H -0.987 -0.408 3.377 0.10 -0.28 0.26 0.1926
H -2.908 -1.204 2.508 -0.05 0.07 -0.05 0.3704
H -2.121 -2.538 2.059 0.37 -0.09 0.14 0.3753
```
Forces are in eV/Å.

The HOMO energy is -12.007 eV. Its energy relative to the best compared isomer or geometry (same formula, charge and spin) is 0.640 eV. The orbital gap comes out at 8.623 eV. The SMILES is C[C@@H]([NH3+])CCCCN. The lowest unoccupied orbital energy comes out at -3.4 eV. The largest force on an atom is 0.02855 Eh/bohr. The net charge is +1.


# 6
DFT (wB97M-V/def2-TZVPD) results for a 3-piece molecular cluster, C3H10OS2 overall at a distorted geometry.

```
16
Properties=species:S:1:pos:R:3:forces:R:3:nbo_charge:R:1
C 0.554 1.154 1.179 1.53 1.61 -0.93 -0.6313
C 1.160 -0.150 0.725 -0.34 -0.72 -0.22 -0.6405
S 2.228 -0.244 -0.667 -0.75 -0.08 0.05 0.1671
S -1.545 0.431 -1.074 0.53 0.18 -0.50 -0.0294
C -0.320 -0.008 -2.216 1.25 0.34 -0.50 -0.8330
H 0.669 1.823 0.308 -0.13 0.07 0.41 0.2198
H 1.184 1.586 1.964 -0.40 0.02 0.14 0.2077
H -0.506 1.182 1.390 0.10 -0.52 0.48 0.2393
H 1.619 -0.756 1.508 -0.18 -0.06 0.16 0.2619
H 0.312 -0.815 0.428 -0.18 -0.10 -0.24 0.3104
H -0.733 -0.402 -3.154 0.23 -0.11 0.19 0.2681
H 0.575 0.631 -2.421 -1.49 0.49 -0.01 0.2370
H 0.277 -0.883 -1.809 0.20 -0.54 0.42 0.2573
H -2.237 -1.445 1.928 -0.17 0.05 -0.11 0.4770
H -1.753 -0.779 0.567 -0.16 -0.68 0.74 0.4651
O -1.484 -1.326 1.344 -0.05 0.03 -0.08 -0.9765
```
Forces are in eV/Å.

The HOMO energy is -8.565 eV. Its energy relative to the best compared isomer or geometry (same formula, charge and spin) is 4.595 eV. The orbital gap comes out at 5.041 eV. The lowest unoccupied orbital energy comes out at -3.5 eV. The largest force on an atom is 0.04672 Eh/bohr.